a:
An isolated molecule of C4H7NO. Source: the Open Molecules 2025 dataset; level of theory: ωB97M-V/def2-TZVPD.

Bonds (Å) are listed after each position.
Positions of all 13 atoms, in Å:
1 H -0.259 -1.325 -1.707  C4 1.109
2 C -0.053 -0.816 0.379  H3 1.094, C4 1.532, H11 1.099, N13 1.462
3 H -0.887 -1.308 0.888  C2 1.094
4 C -0.259 -0.408 -1.084  H1 1.109, C2 1.532, C6 1.502, H7 1.100
5 H 0.752 1.140 0.494  N13 1.256
6 C 0.919 0.518 -1.185  C4 1.502, H9 1.070, H10 1.099
7 H -1.240 0.070 -1.223  C4 1.100
8 O -1.597 0.999 2.828  C12 1.165
9 H 0.771 1.530 -1.497  C6 1.070
10 H 1.821 0.026 -1.578  C6 1.099
11 H 0.895 -1.365 0.466  C2 1.099
12 C -0.887 0.545 2.024  O8 1.165, N13 1.241
13 N 0.024 0.395 1.194  C2 1.462, H5 1.256, C12 1.241

Properties
HOMO (spin up / spin down)   -7.36 / -7.36 eV
Total charge   0
LUMO energy (spin up / spin down)   0.117 / 0.118 eV
Kohn-Sham gap (spin up / spin down)   7.475 / 7.476 eV

Charge distribution, natural (NBO) scheme, values in e: atom 1 (H): 0.218, atom 2 (C): -0.198, atom 3 (H): 0.186, atom 4 (C): -0.453, atom 5 (H): 0.324, atom 6 (C): -0.681, atom 7 (H): 0.203, atom 8 (O): -0.454, atom 9 (H): 0.205, atom 10 (H): 0.202, atom 11 (H): 0.213, atom 12 (C): 0.869, atom 13 (N): -0.635

***

b:
An isolated molecule of C4H7NO. Source: the Open Molecules 2025 dataset; level of theory: ωB97M-V/def2-TZVPD.

Bonds (Å) are listed after each position.
Positions of all 13 atoms, in Å:
1 C 0.029 0.012 1.496  N2 1.718, H6 1.100, C11 1.485
2 N 0.602 -0.246 -0.103  C1 1.718, C4 1.454, H8 1.024, C11 1.464
3 C -0.296 2.099 0.020  O10 1.207, C11 1.502, H13 1.111
4 C 0.342 -1.515 -0.764  N2 1.454, H5 1.095, H7 1.097, H12 1.092
5 H 0.285 -1.384 -1.850  C4 1.095
6 H -0.532 -0.917 1.674  C1 1.100
7 H -0.604 -1.939 -0.405  C4 1.097
8 H 1.423 -0.108 0.494  N2 1.024
9 H -1.443 0.275 -0.183  C11 1.092
10 O -1.192 2.856 -0.265  C3 1.207
11 C -0.511 0.632 0.260  C1 1.485, N2 1.464, C3 1.502, H9 1.092
12 H 1.148 -2.214 -0.533  C4 1.092
13 H 0.749 2.449 0.158  C3 1.111

Properties
HOMO   -8.57 eV
Total charge   0
LUMO energy   0.817 eV
Kohn-Sham gap   9.392 eV

Charge distribution, natural (NBO) scheme, values in e: atom 1 (C): -0.353, atom 2 (N): -0.495, atom 3 (C): 0.442, atom 4 (C): -0.410, atom 5 (H): 0.209, atom 6 (H): 0.143, atom 7 (H): 0.202, atom 8 (H): 0.463, atom 9 (H): 0.217, atom 10 (O): -0.506, atom 11 (C): -0.240, atom 12 (H): 0.216, atom 13 (H): 0.112

***

c:
An isolated molecule of C4H7NO. Source: the Open Molecules 2025 dataset; level of theory: ωB97M-V/def2-TZVPD.

Bonds (Å) are listed after each position.
Positions of all 13 atoms, in Å:
1 H -1.549 1.183 1.110  N4 1.027
2 C 0.903 0.245 -0.559  O9 1.397, H10 1.094, C11 1.523, C12 1.565
3 H 1.375 0.865 1.164  O9 0.973
4 N -0.789 0.492 1.105  H1 1.027, C5 1.474, C11 1.491
5 C -1.042 -0.565 0.109  N4 1.474, H7 1.094, C11 1.485, C12 1.547
6 H -1.035 1.665 -0.618  C11 1.088
7 H -1.985 -1.110 0.021  C5 1.094
8 H 0.845 -1.691 0.600  C12 1.091
9 O 1.847 0.788 0.316  C2 1.397, H3 0.973
10 H 1.302 0.357 -1.572  C2 1.094
11 C -0.517 0.750 -0.339  C2 1.523, N4 1.491, C5 1.485, H6 1.088
12 C 0.341 -1.176 -0.219  C2 1.565, C5 1.547, H8 1.091, H13 1.098
13 H 0.305 -1.803 -1.119  C12 1.098

Properties
HOMO   -9.50 eV
Structure (SMILES)   O[C@H]1C[C@H]2N[C@@H]12
Total charge   0
LUMO energy   1.000 eV
Kohn-Sham gap   10.496 eV

Charge distribution, natural (NBO) scheme, values in e: atom 1 (H): 0.359, atom 2 (C): 0.091, atom 3 (H): 0.482, atom 4 (N): -0.625, atom 5 (C): -0.089, atom 6 (H): 0.204, atom 7 (H): 0.216, atom 8 (H): 0.215, atom 9 (O): -0.707, atom 10 (H): 0.188, atom 11 (C): -0.124, atom 12 (C): -0.428, atom 13 (H): 0.217

***

d:
A 2-piece molecular cluster, C4H7NO overall. Source: the Open Molecules 2025 dataset; level of theory: ωB97M-V/def2-TZVPD.

Bonds (Å) are listed after each position.
Positions of all 13 atoms, in Å:
1 N 1.387 -1.944 -0.545  C5 1.155
2 C 0.509 0.997 0.540  H6 1.113, O8 1.211, C10 1.506
3 H -1.109 1.557 -0.607  C10 1.099
4 H -2.568 -0.325 -0.358  C9 1.097
5 C 2.300 -1.246 -0.427  N1 1.155, H7 1.072
6 H 0.236 1.017 1.619  C2 1.113
7 H 3.110 -0.556 -0.296  C5 1.072
8 O 1.621 1.329 0.191  C2 1.211
9 C -1.612 -0.397 0.175  H4 1.097, C10 1.531, H11 1.095, H13 1.099
10 C -0.603 0.604 -0.396  C2 1.506, H3 1.099, C9 1.531, H12 1.093
11 H -1.238 -1.422 0.081  C9 1.095
12 H -0.172 0.257 -1.339  C10 1.093
13 H -1.806 -0.194 1.238  C9 1.099

Properties
HOMO   -10.04 eV
Structure (SMILES)   CCC=O.C#N
Total charge   0
LUMO energy   0.995 eV
Kohn-Sham gap   11.033 eV

Charge distribution, natural (NBO) scheme, values in e: atom 1 (N): -0.354, atom 2 (C): 0.470, atom 3 (H): 0.234, atom 4 (H): 0.217, atom 5 (C): 0.098, atom 6 (H): 0.105, atom 7 (H): 0.251, atom 8 (O): -0.556, atom 9 (C): -0.612, atom 10 (C): -0.523, atom 11 (H): 0.232, atom 12 (H): 0.237, atom 13 (H): 0.203

***

d (30.4 kcal/mol below the next structure)

***

a:
An isolated molecule of C4H7NO. Source: the Open Molecules 2025 dataset; level of theory: ωB97M-V/def2-TZVPD.

Bonds (Å) are listed after each position.
Positions of all 13 atoms, in Å:
1 H -1.700 1.459 -1.178  C11 1.081
2 N -0.473 -0.015 -0.327  C7 1.361, C10 1.444, C11 1.348
3 O 2.928 -0.216 0.632  C12 1.205
4 H 1.183 -0.125 1.665  C12 1.112
5 H 1.304 -0.351 -1.401  C10 1.093
6 H 0.679 -1.727 -0.468  C10 1.099
7 C -1.564 -0.417 0.382  N2 1.361, H9 1.081, H13 1.090
8 H -0.168 2.090 -0.301  C11 1.094
9 H -1.815 0.071 1.313  C7 1.081
10 C 0.822 -0.638 -0.463  N2 1.444, H5 1.093, H6 1.099, C12 1.522
11 C -0.835 1.263 -0.560  H1 1.081, N2 1.348, H8 1.094
12 C 1.727 -0.291 0.710  O3 1.205, H4 1.112, C10 1.522
13 H -2.106 -1.319 0.094  C7 1.090

Properties
HOMO   -8.17 eV
Total charge   0
LUMO energy   0.523 eV
Kohn-Sham gap   8.693 eV

Charge distribution, natural (NBO) scheme, values in e: atom 1 (H): 0.191, atom 2 (N): -0.397, atom 3 (O): -0.502, atom 4 (H): 0.113, atom 5 (H): 0.229, atom 6 (H): 0.238, atom 7 (C): -0.278, atom 8 (H): 0.168, atom 9 (H): 0.181, atom 10 (C): -0.330, atom 11 (C): -0.216, atom 12 (C): 0.432, atom 13 (H): 0.171

***

b:
A 2-piece molecular cluster, C4H7NO overall. Source: the Open Molecules 2025 dataset; level of theory: ωB97M-V/def2-TZVPD.

Bonds (Å) are listed after each position.
Positions of all 13 atoms, in Å:
1 H -1.523 -1.653 0.375  O5 0.977
2 C 0.248 -1.057 -0.381  H4 1.093, O5 1.495, H6 1.087, C12 1.520
3 H -1.249 0.253 0.332  no bonds
4 H 0.624 -1.380 0.594  C2 1.093
5 O -1.236 -0.951 -0.240  H1 0.977, C2 1.495
6 H 0.432 -1.818 -1.135  C2 1.087
7 N -0.633 0.627 2.396  C9 1.170
8 C 0.203 1.393 0.138  C9 1.367, C12 1.504, H13 1.081
9 C -0.208 1.079 1.404  N7 1.170, C8 1.367
10 H 1.860 0.225 -0.736  C12 1.101
11 H 0.490 0.538 -1.801  C12 1.100
12 C 0.763 0.322 -0.758  C2 1.520, C8 1.504, H10 1.101, H11 1.100
13 H 0.228 2.423 -0.187  C8 1.081

Properties
HOMO   -7.32 eV
Total charge   0
LUMO energy   0.279 eV
Kohn-Sham gap   7.597 eV

Charge distribution, natural (NBO) scheme, values in e: atom 1 (H): 0.521, atom 2 (C): -0.070, atom 3 (H): 0.533, atom 4 (H): 0.201, atom 5 (O): -0.695, atom 6 (H): 0.202, atom 7 (N): -0.499, atom 8 (C): -0.597, atom 9 (C): 0.163, atom 10 (H): 0.209, atom 11 (H): 0.215, atom 12 (C): -0.428, atom 13 (H): 0.245

***

a (2.8 kcal/mol below the next structure)

***

a:
An isolated molecule of C4H7NO. Source: the Open Molecules 2025 dataset; level of theory: ωB97M-V/def2-TZVPD.

Bonds (Å) are listed after each position.
Positions of all 13 atoms, in Å:
1 H -1.890 0.926 -1.362  C13 1.091
2 H 1.431 -0.130 -1.539  C3 1.092
3 C 0.630 -0.221 -0.803  H2 1.092, C5 1.532, O8 1.443, H12 1.094
4 H -1.662 2.033 0.012  C13 1.095
5 C 1.175 -0.449 0.610  C3 1.532, C6 1.462, H9 1.127, H10 1.099
6 C 0.468 -1.448 1.409  C5 1.462, N7 1.158
7 N -0.136 -2.194 2.058  C6 1.158
8 O 0.022 1.082 -0.682  C3 1.443, C13 1.416
9 H 0.839 0.599 0.852  C5 1.127
10 H 2.261 -0.586 0.696  C5 1.099
11 H -1.676 0.289 0.300  C13 1.101
12 H -0.095 -0.969 -1.139  C3 1.094
13 C -1.368 1.068 -0.414  H1 1.091, H4 1.095, O8 1.416, H11 1.101

Properties
HOMO   -10.37 eV
Structure (SMILES)   COCCC#N
Total charge   0
LUMO energy   0.846 eV
Kohn-Sham gap   11.211 eV

Charge distribution, natural (NBO) scheme, values in e: atom 1 (H): 0.177, atom 2 (H): 0.204, atom 3 (C): -0.059, atom 4 (H): 0.198, atom 5 (C): -0.588, atom 6 (C): 0.283, atom 7 (N): -0.332, atom 8 (O): -0.553, atom 9 (H): 0.305, atom 10 (H): 0.256, atom 11 (H): 0.178, atom 12 (H): 0.195, atom 13 (C): -0.263

***

b:
An isolated molecule of C4H7NO. Source: the Open Molecules 2025 dataset; level of theory: ωB97M-V/def2-TZVPD.

Bonds (Å) are listed after each position.
Positions of all 13 atoms, in Å:
1 H 0.568 -2.150 -0.003  C7 1.086
2 H -1.697 1.496 -1.540  C8 1.096
3 H 0.569 -0.448 1.797  C11 1.088
4 H -2.457 1.331 0.046  C8 1.092
5 N 0.555 -0.018 -0.348  C7 1.448, C11 1.467, C12 1.417
6 O -1.504 -1.070 -0.358  C12 1.211
7 C 1.217 -1.287 -0.126  H1 1.086, N5 1.448, H10 1.085, C11 1.479
8 C -1.500 1.319 -0.477  H2 1.096, H4 1.092, C12 1.508, H13 1.092
9 H 2.094 0.341 1.144  C11 1.086
10 H 2.102 -1.425 -0.739  C7 1.085
11 C 1.213 -0.262 0.940  H3 1.088, N5 1.467, C7 1.479, H9 1.086
12 C -0.863 -0.043 -0.358  N5 1.417, O6 1.211, C8 1.508
13 H -0.847 2.120 -0.125  C8 1.092

Properties
HOMO   -9.77 eV
Structure (SMILES)   CC(=O)N1CC1
Total charge   0
LUMO energy   1.075 eV
Kohn-Sham gap   10.841 eV

Charge distribution, natural (NBO) scheme, values in e: atom 1 (H): 0.225, atom 2 (H): 0.246, atom 3 (H): 0.202, atom 4 (H): 0.235, atom 5 (N): -0.472, atom 6 (O): -0.569, atom 7 (C): -0.254, atom 8 (C): -0.713, atom 9 (H): 0.206, atom 10 (H): 0.207, atom 11 (C): -0.238, atom 12 (C): 0.697, atom 13 (H): 0.228

***

c:
An isolated molecule of C4H7NO. Source: the Open Molecules 2025 dataset; level of theory: ωB97M-V/def2-TZVPD.

Bonds (Å) are listed after each position.
Positions of all 13 atoms, in Å:
1 H 0.584 0.448 1.940  C12 1.102
2 C -0.952 -0.144 -0.522  N4 1.456, C7 1.517, C9 1.479, H10 1.087
3 O 1.089 0.879 -0.044  C7 1.423, C12 1.421
4 N -0.206 -1.343 -0.879  C2 1.456, H5 1.020, C9 1.456
5 H 0.691 -1.078 -1.284  N4 1.020
6 H -0.763 -1.609 1.206  C9 1.087
7 C -0.174 1.154 -0.639  C2 1.517, O3 1.423, H8 1.102, H11 1.095
8 H -0.696 1.971 -0.115  C7 1.102
9 C -0.260 -0.935 0.518  C2 1.479, N4 1.456, H6 1.087, C12 1.517
10 H -2.027 -0.159 -0.680  C2 1.087
11 H 0.015 1.458 -1.674  C7 1.095
12 C 0.877 -0.057 1.005  H1 1.102, O3 1.421, C9 1.517, H13 1.095
13 H 1.821 -0.586 1.168  C12 1.095

Properties
HOMO   -9.62 eV
Structure (SMILES)   C1OC[C@H]2N[C@@H]12
Total charge   0
LUMO energy   1.080 eV
Kohn-Sham gap   10.695 eV

Charge distribution, natural (NBO) scheme, values in e: atom 1 (H): 0.171, atom 2 (C): -0.115, atom 3 (O): -0.527, atom 4 (N): -0.575, atom 5 (H): 0.353, atom 6 (H): 0.211, atom 7 (C): -0.088, atom 8 (H): 0.173, atom 9 (C): -0.114, atom 10 (H): 0.211, atom 11 (H): 0.193, atom 12 (C): -0.087, atom 13 (H): 0.194

***

d:
A 2-piece molecular cluster, C4H7NO overall. Source: the Open Molecules 2025 dataset; level of theory: ωB97M-V/def2-TZVPD.

Bonds (Å) are listed after each position.
Positions of all 13 atoms, in Å:
1 H 0.643 -1.688 -0.006  C3 1.130
2 O -0.740 0.521 0.964  C10 1.234
3 C 1.173 -0.690 -0.024  H1 1.130, H7 1.144, C10 1.543, H12 1.109
4 H 0.800 1.443 2.543  N11 1.012
5 H -3.785 0.319 -2.631  C13 1.097
6 C -1.851 -0.067 -1.607  H9 1.050, C13 1.187
7 H 1.295 -0.265 -1.079  C3 1.144
8 H 2.268 0.521 2.074  N11 1.053
9 H -1.005 -0.373 -1.065  C6 1.050
10 C 0.466 0.258 0.967  O2 1.234, C3 1.543, N11 1.353
11 N 1.263 0.794 1.920  H4 1.012, H8 1.053, C10 1.353
12 H 2.204 -0.914 0.318  C3 1.109
13 C -2.733 0.142 -2.374  H5 1.097, C6 1.187

Properties
HOMO   -9.90 eV
Structure (SMILES)   CC(N)=O.C#C
Total charge   0
LUMO energy   0.689 eV
Kohn-Sham gap   10.584 eV

Charge distribution, natural (NBO) scheme, values in e: atom 1 (H): 0.246, atom 2 (O): -0.620, atom 3 (C): -0.742, atom 4 (H): 0.410, atom 5 (H): 0.238, atom 6 (C): -0.192, atom 7 (H): 0.253, atom 8 (H): 0.403, atom 9 (H): 0.224, atom 10 (C): 0.665, atom 11 (N): -0.823, atom 12 (H): 0.217, atom 13 (C): -0.280

***

b (9.5 kcal/mol below the next structure)